Entry 1:
Entry from the Open Molecules 2025 dataset: a structure of composition C29H24F2N5Pb (ωB97M-V/def2-TZVPD).

Last column: Mulliken charge in e.
Positions of all 61 atoms, in Å:
Pb 0.9831 -1.1885 0.2209  1.25
C -1.2486 -0.5861 2.6213  -1.30
N -0.4935 0.2599 1.5837  0.70
C 0.4646 1.1457 2.3452  -1.38
C 1.6392 0.4471 2.9878  0.73
C 2.3461 1.3035 3.8515  -1.14
C 3.5258 0.8322 4.4404  -0.47
C 3.9541 -0.4784 4.1509  -0.67
C 3.2353 -1.2013 3.2496  -0.25
N 2.0936 -0.8018 2.6762  -0.14
C -1.3681 1.1167 0.7153  -1.20
C -0.5483 1.5631 -0.5142  1.24
C -1.1665 2.5760 -1.3639  -1.35
C -1.1809 2.7949 -2.7639  -0.59
C -0.8453 1.9156 -3.8057  -0.60
C -0.1030 0.6577 -3.6784  1.11
N 0.5982 0.9138 -0.8721  0.58
C -1.4679 -2.0376 2.3273  0.85
C -2.1725 -2.7742 3.3121  -1.08
C -2.5799 -4.0836 3.0075  -0.36
C -2.3444 -4.5642 1.6845  -1.08
C -1.6358 -3.7515 0.8302  0.03
N -1.2558 -2.4805 1.0850  0.08
H -2.2148 -0.2029 2.9225  0.55
H -0.6144 -0.6412 3.4796  0.46
H 0.0028 1.7027 3.1071  0.62
H 0.8107 1.8964 1.6993  0.86
H 2.0569 2.3092 3.9146  0.51
H 4.1225 1.5150 4.9585  0.49
H 4.7758 -0.9878 4.5785  0.48
H 3.6224 -2.1889 2.9254  0.39
H -1.7477 2.0001 1.2515  0.54
H -2.2118 0.5322 0.3397  0.46
H -1.7275 3.2991 -0.8537  0.67
H -1.5621 3.7904 -3.0496  0.54
H -0.8530 2.3623 -4.8019  0.53
H 0.1159 0.3013 -4.7145  0.81
H -2.3323 -2.4160 4.3383  0.42
H -3.1304 -4.7057 3.7000  0.46
H -2.6195 -5.5690 1.3766  0.45
H -1.3913 -4.1764 -0.1120  0.46
F 4.0665 4.0902 -1.7875  -0.25
C 3.1662 3.0989 -2.1894  0.32
C 2.5308 2.4060 -1.2255  -0.94
C 1.5297 1.5151 -1.7219  -0.45
C 1.3052 1.2449 -3.1060  0.02
C 2.0987 1.9287 -4.0064  0.60
F 2.1381 1.5699 -5.3491  -0.28
C 2.9678 2.9420 -3.5648  -0.90
C -0.9249 -0.3740 -3.1088  -0.41
C -2.3338 -0.2495 -3.2839  -0.74
C -3.2046 -1.2027 -2.6473  -0.79
C -2.5877 -2.3789 -2.1413  -0.39
C -1.1656 -2.4165 -2.0275  -0.44
N -0.3250 -1.4835 -2.5704  -0.40
H 2.7307 2.4390 -0.1409  0.53
H 3.4731 3.5260 -4.3138  0.57
H -2.7499 0.6107 -3.7731  0.55
H -4.2918 -1.1227 -2.5977  0.52
H -3.2726 -3.2274 -1.9914  0.46
H -0.6826 -3.3158 -1.6044  0.79

Values from the calculation:
- frontier orbital gap (spin up / spin down) (eV) = 5.09 / 5.09
- HOMO (spin up / spin down) (eV) = -17.614 / -17.614
- total charge = +3


Entry 2:
Entry from the Open Molecules 2025 dataset: a cluster of 6 separate species, C29H24F5O20P in total (ωB97M-V/def2-TZVPD).

Last column: Mulliken charge in e.
Positions of all 79 atoms, in Å:
O 0.9487 -1.7163 -1.4525  -0.59
C 1.1556 -0.5291 -1.2729  -0.43
C 2.5262 0.0959 -1.3082  0.63
C 3.6380 -0.4935 -0.7481  -0.82
C 4.8275 0.1935 -0.8033  -0.43
C 4.9502 1.4304 -1.3878  -0.71
C 3.8348 2.0140 -1.9648  -0.70
C 2.6434 1.3372 -1.9083  0.77
C 1.3798 1.9357 -2.4767  -0.46
O 1.3898 2.5138 -3.5463  -0.61
C 0.1484 1.7063 -1.6235  0.36
C 0.0398 0.4691 -1.0206  1.37
C -1.0112 0.1637 -0.1905  -1.14
C -1.9422 1.1548 0.0112  -0.62
C -1.8598 2.3854 -0.5788  -0.91
C -0.7988 2.6975 -1.4159  0.99
P -0.7396 4.3691 -2.0997  0.89
O 0.2532 5.1751 -1.3610  -0.74
O -2.1889 5.0115 -1.8454  -0.59
O -0.5543 4.4091 -3.6754  -0.53
H 3.5331 -1.4609 -0.2710  0.57
H 5.7091 -0.2405 -0.3394  0.52
H 5.8857 1.9764 -1.4266  0.38
H 3.8469 2.9869 -2.4474  0.50
H -1.0804 -0.7935 0.3126  0.50
H -2.7699 0.9667 0.6895  0.58
H -2.5993 3.1501 -0.3803  0.57
H -2.0930 5.7316 -1.2099  0.36
H 0.3839 4.6147 -3.8127  0.37
O -1.3354 3.0787 2.7746  -0.53
C -0.2159 3.4115 2.5742  0.57
O 0.3316 4.5779 2.9974  -0.35
C 1.7229 4.5437 2.6632  -0.49
C 1.7513 3.5495 1.5301  0.51
F 2.9121 2.8478 1.5128  -0.18
O 0.6876 2.6730 1.8668  -0.14
H 2.2957 4.2016 3.5271  0.29
H 2.0793 5.5277 2.3689  0.33
H 1.5706 3.9819 0.5423  0.01
O 5.0258 -4.2415 0.1900  -0.49
C 3.8746 -4.4806 0.3279  0.55
O 2.8870 -3.5489 0.2799  -0.18
C 1.6381 -4.2428 0.3526  -0.48
C 2.0360 -5.5326 1.0230  0.32
F 1.2716 -6.5687 0.6030  -0.29
O 3.3632 -5.7230 0.5651  -0.35
H 1.2507 -4.3993 -0.6546  0.27
H 0.9082 -3.6761 0.9256  0.29
H 2.0295 -5.4970 2.1144  0.28
O -6.6203 -1.8095 -1.1601  -0.57
C -6.4337 -0.6557 -1.3592  0.52
O -7.2844 0.1538 -2.0335  -0.32
C -6.7733 1.4873 -1.9393  -0.40
C -5.3109 1.2421 -1.6728  0.35
F -4.7747 2.2130 -0.8949  -0.33
O -5.3295 0.0270 -0.9441  -0.22
H -7.2618 2.0069 -1.1136  0.28
H -6.9484 2.0406 -2.8585  0.30
H -4.7017 1.1199 -2.5704  0.30
O -6.9897 -7.8588 -2.4886  -0.49
C -6.7948 -6.9543 -1.7506  0.66
O -7.4857 -5.7864 -1.7630  -0.32
C -7.0465 -5.0156 -0.6389  -0.03
C -5.6826 -5.5949 -0.3757  0.33
F -5.3707 -5.5603 0.9456  -0.28
O -5.8353 -6.9446 -0.7757  -0.32
H -7.7298 -5.1711 0.1980  0.23
H -7.0141 -3.9561 -0.8760  0.01
H -4.8770 -5.1331 -0.9496  0.30
O 5.9103 2.2953 1.4232  -0.43
C 6.0019 1.6215 2.3910  0.57
O 5.3500 0.4435 2.5725  -0.20
C 5.8262 -0.1266 3.7934  -0.43
C 6.3336 1.0866 4.5303  0.28
F 7.3907 0.7829 5.3222  -0.30
O 6.7716 1.9262 3.4786  -0.33
H 6.6230 -0.8400 3.5766  0.30
H 5.0270 -0.6393 4.3238  0.27
H 5.5766 1.6069 5.1206  0.27

Values from the calculation:
- frontier orbital gap (eV) = 8.97
- HOMO (eV) = -9.686
- structure (SMILES) = O=C1c2ccccc2C(=O)c2c1cccc2P(=O)(O)O.O=C1OC[C@@H](F)O1.O=C1OC[C@@H](F)O1.O=C1OC[C@@H](F)O1.O=C1OC[C@@H](F)O1.O=C1OC[C@@H](F)O1
- ΔE to the lowest compared entry with this formula, charge and spin (eV) = 0.0000


Entry 3:
Entry from the Open Molecules 2025 dataset: a structure of composition C29H24N8O5Ti (ωB97M-V/def2-TZVPD).

Last column: Mulliken charge in e.
Positions of all 67 atoms, in Å:
Ti -0.1159 0.0134 -0.1701  0.03
C 1.9003 -2.0652 1.1177  -0.82
N 1.3543 -0.7639 1.5233  -0.08
C 2.3531 0.2662 1.8007  -1.31
C 2.8035 0.8387 0.4921  0.20
N 2.3075 0.4429 -0.6443  0.29
C 2.9245 1.2355 -1.6070  0.29
C 2.7580 1.2475 -2.9879  -0.50
C 3.4925 2.1648 -3.7113  -0.81
C 4.3749 3.0550 -3.0783  -0.44
C 4.5519 3.0489 -1.7087  -1.16
C 3.8088 2.1197 -0.9921  0.71
N 3.7208 1.8319 0.3638  0.01
C 1.0058 -2.7026 0.0999  0.27
N 0.5956 -2.0837 -0.9797  -0.13
C -0.1603 -3.0293 -1.6699  0.42
C -0.7810 -2.9481 -2.9141  -0.50
C -1.4551 -4.0638 -3.3691  -0.72
C -1.5110 -5.2456 -2.6139  -0.51
C -0.8781 -5.3501 -1.3905  -1.08
C -0.2001 -4.2223 -0.9456  0.59
N 0.5709 -3.9808 0.1799  -0.11
H 2.0508 -2.7302 1.9729  0.44
H 2.8681 -1.9012 0.6422  0.30
H 0.7518 -0.8887 2.3291  0.44
H 3.2102 -0.1031 2.3784  0.46
H 1.8713 1.0503 2.3905  0.40
H 2.0715 0.5583 -3.4626  0.53
H 3.3861 2.2069 -4.7872  0.41
H 4.9253 3.7675 -3.6783  0.38
H 5.2230 3.7446 -1.2230  0.39
H 4.1268 2.3688 1.1097  0.26
H -0.7295 -2.0414 -3.5034  0.51
H -1.9481 -4.0278 -4.3320  0.45
H -2.0527 -6.0972 -3.0036  0.39
H -0.9088 -6.2660 -0.8155  0.40
H 0.6837 -4.5934 0.9683  0.27
O -2.3666 -1.6994 2.9276  -0.77
C -1.8329 -0.9971 2.0805  0.13
O -1.4665 -1.3178 0.8902  -0.40
C -1.4898 0.4462 2.4430  0.54
C -1.7307 1.0575 3.6613  -0.81
C -1.3109 2.3730 3.8328  -0.38
C -0.6671 3.0459 2.7969  -0.69
C -0.4649 2.3721 1.6077  0.38
N -0.8617 1.1025 1.4635  0.56
C 0.2365 2.9166 0.3639  0.10
O 0.7880 4.0068 0.4393  -0.80
O 0.1752 2.1030 -0.6232  -0.18
H -2.2355 0.4994 4.4373  0.56
H -1.4859 2.8754 4.7759  0.43
H -0.3232 4.0671 2.8844  0.56
N -5.3495 -0.6401 -5.1987  -0.35
C -4.0466 -0.2838 -5.3621  0.09
O -3.5454 -0.0936 -6.4505  -0.62
C -3.2385 -0.1576 -4.0973  0.98
C -2.1263 0.6753 -4.1028  -0.88
C -1.3745 0.7940 -2.9510  -0.42
N -1.6350 0.0855 -1.8430  0.35
C -2.7016 -0.7165 -1.8385  -0.46
C -3.5378 -0.8537 -2.9348  -1.04
H -5.9212 -0.6373 -6.0270  0.25
H -5.8037 -0.5584 -4.3074  0.20
H -1.8706 1.2253 -4.9976  0.51
H -0.5294 1.4690 -2.8845  0.56
H -2.8684 -1.2817 -0.9296  0.48
H -4.3710 -1.5416 -2.8807  0.40

Values from the calculation:
- frontier orbital gap (spin up / spin down) (eV) = 5.47 / 8.81
- HOMO (spin up / spin down) (eV) = -5.402 / -8.718
- spin multiplicity = 3
- ΔE to the lowest compared entry with this formula, charge and spin (eV) = 0.0000


Entry 4:
Entry from the Open Molecules 2025 dataset: a structure of composition C29H25BF4N5O2PReS4 (ωB97M-V/def2-TZVPD).

Last column: Mulliken charge in e.
Positions of all 72 atoms, in Å:
Re 0.2007 1.1177 0.9683  1.47
N 1.8318 0.3093 -0.4693  -0.51
C 1.3727 -0.3429 -1.6828  0.12
C 1.9490 -1.5149 -2.1474  -1.01
C 1.4700 -2.0585 -3.3313  -0.77
C 0.4316 -1.4493 -4.0303  -0.85
C -0.1691 -0.3067 -3.5251  -0.58
C 0.3046 0.2298 -2.3359  0.49
P -0.2647 1.6633 -1.4308  1.71
C -2.0144 1.8772 -1.8140  0.71
C -2.5964 3.1361 -1.9517  -0.60
C -3.9636 3.2462 -2.1478  -0.80
C -4.7569 2.1061 -2.1776  -0.60
C -4.1853 0.8544 -2.0028  -0.87
C -2.8155 0.7367 -1.8195  -0.73
C 0.6063 3.0121 -2.3108  1.15
C 0.1137 3.4175 -3.5558  -0.39
C 0.8299 4.3044 -4.3411  -0.89
C 2.0607 4.7840 -3.9097  -0.54
C 2.5607 4.3834 -2.6827  -1.04
C 1.8357 3.5056 -1.8862  -0.02
H 2.4162 -0.3384 0.0787  0.18
H 2.3570 1.1508 -0.6913  0.31
H 2.7495 -1.9842 -1.5903  0.58
H 1.9168 -2.9662 -3.7160  0.45
H 0.0847 -1.8731 -4.9635  0.45
H -1.0009 0.1550 -4.0422  0.50
H -1.9875 4.0298 -1.8986  0.53
H -4.4112 4.2248 -2.2639  0.44
H -5.8260 2.1965 -2.3229  0.41
H -4.8022 -0.0345 -1.9957  0.48
H -2.3808 -0.2432 -1.6592  0.22
H -0.8318 3.0353 -3.9179  0.41
H 0.4286 4.6164 -5.2969  0.43
H 2.6232 5.4712 -4.5285  0.40
H 3.5166 4.7530 -2.3350  0.44
H 2.2262 3.2420 -0.9147  -0.05
S -0.3579 5.5704 1.6139  -0.20
C -0.1425 3.9820 1.4280  0.28
S 1.3369 3.0725 1.4711  -0.42
S -1.3812 2.7493 1.1610  -0.36
N -0.3899 -6.8273 2.3128  -0.53
C 0.2703 -5.6168 2.2836  1.12
C 1.0569 -5.2121 3.3641  -0.77
C 1.7616 -4.0252 3.3117  -0.37
C 1.6901 -3.2350 2.1726  -0.43
C 0.8978 -3.6202 1.0929  -0.07
C 0.1926 -4.7988 1.1499  -1.01
S 2.6165 -1.7708 2.0817  1.60
O 3.2039 -1.7023 0.7514  -0.81
O 3.5016 -1.6999 3.2000  -0.73
N 1.5601 -0.5140 2.0973  -0.63
C 0.8933 -0.2783 3.2388  0.53
N 0.1015 0.8070 3.0675  0.12
C -0.5903 1.2997 4.0980  0.07
C -0.5067 0.6910 5.3220  -0.90
C 0.2649 -0.4733 5.3909  -0.28
N 0.9477 -0.9722 4.3766  -0.41
H -0.5007 -7.2853 3.1989  0.20
H -1.1284 -6.9781 1.6502  0.21
H 1.1051 -5.8324 4.2516  0.29
H 2.3683 -3.6970 4.1442  0.49
H 0.8238 -2.9877 0.2177  0.37
H -0.4371 -5.0945 0.3191  0.28
H -1.1990 2.1721 3.8984  0.45
H -1.0414 1.0726 6.1774  0.40
H 0.3234 -1.0329 6.3191  0.42
F -2.4268 -0.0787 1.5973  -0.38
B -1.8858 -1.2802 1.1315  0.13
F -0.6433 -0.8667 0.3551  0.27
F -2.7061 -1.9123 0.2257  -0.32
F -1.4587 -2.0716 2.1705  -0.23

Values from the calculation:
- frontier orbital gap (spin up / spin down) (eV) = 7.00 / 6.53
- HOMO (spin up / spin down) (eV) = -8.118 / -8.098
- spin multiplicity = 2
- ΔE to the lowest compared entry with this formula, charge and spin (eV) = 1.1476


Number 1: electronic energy -1784.73495 Eh. Number 2: electronic energy -3465.16687 Eh. Number 3: electronic energy -2783.48986 Eh. Number 4: electronic energy -3981.38090 Eh.